C5H12 | the ωB97M-V functional and the def2-TZVPD basis

Properties
LUMO level	1.3	eV
HOMO energy	-10.93	eV
total energy	-5379.50364	eV
relative energy (zero: lowest compared OMol25 entry of this formula, charge and spin)	10.1	kcal per mole

```
17
Properties=species:S:1:pos:R:3:forces:R:3
C -1.9463 0.5790 -1.2556 0.481 0.612 0.744
C -1.1354 -0.3391 -0.3407 0.017 0.185 -0.831
C 0.3687 -0.3031 -0.6171 -0.243 -0.632 0.780
C 1.2211 -0.7628 0.5926 0.052 0.254 -0.497
C 1.5747 0.4196 1.4813 0.486 -0.084 0.564
H -3.0103 0.5568 -1.0221 -0.102 -0.477 -0.487
H -1.6761 0.4099 -2.2903 -0.472 -0.127 -0.347
H -1.6883 1.6211 -1.0321 0.261 -0.057 -0.108
H -1.4932 -1.3666 -0.4303 0.018 -0.049 0.069
H -1.3139 -0.0226 0.6562 -0.200 0.194 1.185
H 0.5457 -0.9973 -1.4374 0.252 0.330 -0.332
H 0.7033 0.7080 -0.8432 -0.090 0.033 -0.482
H 0.6770 -1.5056 1.1785 0.114 -0.201 -0.101
H 2.1177 -1.2131 0.1634 0.112 -0.144 0.358
H 2.3107 0.2466 2.2754 -0.153 -0.621 -0.076
H 2.0592 1.2107 0.9163 -0.395 0.326 -0.277
H 0.6852 0.7584 2.0052 -0.138 0.460 -0.161
```
Positions in Å, forces in eV/Å.

natural (NBO) atomic charge list, values in e, 5 entries: atom 1 (C): -0.603, atom 2 (C): -0.392, atom 3 (C): -0.392, atom 4 (C): -0.393, atom 5 (C): -0.613